[1]
{
  "formula": "C38H117N27O17",
  "method": "ωB97M-V with the def2-TZVPD basis set",
  "total_energy_ha": -4275.5670,
  "relative_energy_kj_mol": 779.6,
  "charge": 0,
  "e_lumo_ev": 0.1,
  "orbital_gap_ev": 8.52,
  "e_homo_ev": -8.382,
  "species": ["C", "C", "C", "O", "C", "N", "H", "H", "H", "H", "H", "H", "H", "H", "H", "H", "H", "C", "C", "C", "O", "C", "N", "H", "H", "H", "H", "H", "H", "H", "H", "H", "H", "H", "C", "C", "C", "O", "C", "N", "H", "H", "H", "H", "H", "H", "H", "H", "H", "H", "H", "C", "C", "C", "O", "C", "N", "H", "H", "H", "H", "H", "H", "H", "H", "H", "H", "H", "C", "C", "C", "O", "C", "N", "H", "H", "H", "H", "H", "H", "H", "H", "H", "H", "H", "C", "C", "C", "O", "C", "N", "H", "H", "H", "H", "H", "H", "H", "H", "H", "H", "H", "C", "C", "C", "O", "C", "N", "H", "H", "H", "H", "H", "H", "H", "H", "H", "H", "H", "C", "O", "N", "N", "H", "H", "H", "H", "C", "O", "N", "N", "H", "H", "H", "H", "C", "O", "N", "N", "H", "H", "H", "H", "C", "O", "N", "N", "H", "H", "H", "H", "C", "O", "N", "N", "H", "H", "H", "H", "C", "O", "N", "N", "H", "H", "H", "H", "C", "O", "N", "N", "H", "H", "H", "H", "C", "O", "N", "N", "H", "H", "H", "H", "C", "O", "N", "N", "H", "H", "H", "H", "C", "O", "N", "N", "H", "H", "H", "H"],
  "coordinates": [[0.309, 1.679, -0.080], [0.143, 0.231, -0.713], [-1.098, -0.456, -0.233], [-1.324, -1.586, -1.023], [-2.494, -2.386, -0.571], [0.075, 0.502, -2.108], [1.162, 2.246, -0.455], [0.549, 1.676, 0.983], [-0.522, 2.384, -0.100], [0.968, -0.424, -0.431], [-1.974, 0.142, -0.487], [-1.189, -0.536, 0.850], [-2.389, -3.390, -0.981], [-3.408, -1.865, -0.855], [-2.604, -2.560, 0.500], [-0.208, -0.313, -2.634], [-0.676, 1.158, -2.269], [-0.342, 6.386, 1.310], [1.050, 5.751, 1.006], [1.832, 6.474, -0.208], [1.049, 6.629, -1.334], [0.559, 5.460, -1.992], [1.793, 5.735, 2.255], [-0.874, 5.694, 1.963], [-0.935, 6.533, 0.408], [-0.244, 7.327, 1.851], [0.880, 4.702, 0.765], [2.686, 5.858, -0.491], [2.131, 7.462, 0.142], [-0.198, 4.938, -1.407], [1.270, 4.686, -2.281], [-0.026, 5.730, -2.871], [1.184, 5.360, 2.968], [1.888, 6.712, 2.493], [0.670, -1.249, -7.231], [1.513, -2.098, -6.416], [2.162, -1.177, -5.342], [3.315, -0.565, -5.824], [3.978, 0.411, -5.002], [0.750, -3.099, -5.845], [0.234, -1.880, -8.005], [1.091, -0.377, -7.730], [-0.120, -0.766, -6.655], [2.203, -2.501, -7.158], [2.488, -1.754, -4.476], [1.598, -0.331, -4.950], [4.573, -0.096, -4.241], [3.320, 1.092, -4.463], [4.656, 0.962, -5.654], [1.295, -3.879, -5.506], [0.305, -3.622, -6.585], [1.675, -4.020, 4.926], [0.291, -3.435, 4.506], [-0.058, -3.764, 3.001], [0.964, -3.226, 2.169], [0.848, -3.640, 0.828], [-0.716, -3.988, 5.388], [2.465, -3.489, 4.395], [1.739, -5.077, 4.668], [1.860, -4.032, 6.000], [0.290, -2.350, 4.609], [-1.051, -3.398, 2.742], [0.249, -4.785, 2.771], [0.980, -4.719, 0.745], [1.670, -3.222, 0.247], [-0.104, -3.292, 0.427], [-0.706, -4.997, 5.354], [-1.668, -3.710, 5.199], [7.278, -0.180, -0.086], [7.077, -1.518, -0.861], [5.602, -2.012, -0.748], [4.832, -1.043, -1.502], [3.501, -1.383, -1.803], [7.456, -1.360, -2.251], [6.939, -0.284, 0.945], [6.561, 0.578, -0.403], [8.254, 0.303, -0.115], [7.774, -2.252, -0.457], [5.412, -2.223, 0.304], [5.797, -2.933, -1.299], [3.555, -2.319, -2.360], [3.087, -0.571, -2.401], [2.950, -1.607, -0.890], [6.579, -0.951, -2.541], [7.546, -2.274, -2.672], [1.568, 2.872, 6.666], [1.151, 3.300, 5.267], [-0.228, 2.720, 4.836], [-0.304, 1.236, 5.012], [-0.284, 0.533, 3.743], [1.094, 4.763, 5.222], [1.050, 3.438, 7.440], [2.651, 2.985, 6.709], [1.313, 1.817, 6.772], [1.892, 2.980, 4.535], [-0.403, 2.872, 3.771], [-1.056, 3.219, 5.338], [-0.394, -0.543, 3.880], [0.759, 0.625, 3.439], [-0.938, 1.041, 3.034], [0.254, 5.108, 5.665], [1.807, 5.266, 5.733], [-6.054, 0.341, 3.341], [-5.366, 1.021, 2.179], [-4.227, 2.043, 2.588], [-3.727, 2.638, 1.422], [-2.650, 3.519, 1.651], [-4.734, -0.117, 1.545], [-6.743, -0.486, 3.168], [-6.732, 1.101, 3.729], [-5.439, 0.043, 4.190], [-6.063, 1.432, 1.449], [-3.450, 1.525, 3.149], [-4.645, 2.690, 3.359], [-3.029, 4.434, 2.105], [-2.292, 3.914, 0.701], [-1.786, 3.096, 2.164], [-4.655, 0.230, 0.600], [-5.413, -0.863, 1.484], [-4.054, -6.046, -1.328], [-3.581, -6.691, -2.252], [-3.445, -5.812, -0.250], [-5.252, -5.538, -1.326], [-2.516, -6.187, -0.122], [-3.926, -5.451, 0.561], [-5.658, -5.183, -0.472], [-5.845, -5.669, -2.132], [4.253, 3.568, 2.273], [5.185, 2.825, 2.443], [4.292, 4.850, 2.498], [3.105, 3.160, 1.895], [3.575, 5.525, 2.270], [5.226, 5.082, 2.803], [2.994, 2.162, 2.008], [2.325, 3.760, 2.123], [-3.923, -2.982, -4.173], [-5.132, -3.246, -4.063], [-3.358, -2.174, -4.968], [-2.994, -3.740, -3.681], [-3.904, -1.731, -5.693], [-2.360, -2.318, -5.027], [-2.034, -3.427, -3.708], [-3.260, -4.500, -3.071], [0.300, -4.436, -2.563], [-0.490, -4.957, -1.872], [0.533, -3.166, -2.557], [1.163, -5.120, -3.360], [0.049, -2.647, -1.838], [1.284, -2.806, -3.127], [1.979, -4.747, -3.824], [0.751, -6.029, -3.516], [-3.610, -2.775, 3.788], [-3.400, -3.396, 4.800], [-4.055, -3.348, 2.676], [-3.258, -1.563, 3.651], [-4.201, -4.347, 2.708], [-4.252, -2.705, 1.923], [-3.434, -1.079, 2.782], [-3.013, -1.074, 4.500], [4.495, 2.801, -1.537], [4.834, 2.609, -2.691], [3.928, 1.885, -0.785], [4.892, 3.815, -0.832], [3.427, 1.195, -1.327], [3.976, 1.938, 0.222], [4.532, 3.763, 0.110], [5.654, 4.402, -1.139], [-6.590, -2.952, 0.521], [-6.283, -4.038, 0.824], [-7.219, -2.214, 1.305], [-6.129, -2.427, -0.627], [-7.386, -1.246, 1.072], [-7.692, -2.579, 2.119], [-5.655, -3.094, -1.219], [-6.409, -1.524, -0.982], [-4.461, 0.921, -1.730], [-5.376, 0.236, -1.302], [-4.008, 2.057, -1.221], [-3.794, 0.621, -2.766], [-3.223, 2.514, -1.663], [-4.283, 2.437, -0.326], [-3.923, -0.276, -3.210], [-3.027, 1.216, -3.043], [-0.893, 3.124, -4.630], [-1.762, 2.681, -3.858], [0.372, 2.815, -4.698], [-1.075, 4.071, -5.433], [1.002, 3.263, -5.347], [0.726, 2.265, -3.928], [-0.225, 4.326, -5.915], [-1.937, 4.599, -5.420], [3.685, -0.402, 2.455], [2.838, 0.407, 2.139], [4.854, -0.075, 2.710], [3.611, -1.705, 2.545], [4.970, 0.928, 2.693], [5.431, -0.759, 3.178], [4.474, -2.168, 2.791], [2.682, -2.101, 2.561]],
  "lowdin_charge": [-0.032, -0.384, -0.223, -0.230, -0.034, 0.064, 0.053, 0.048, 0.054, 0.123, 0.112, 0.127, 0.058, 0.070, 0.061, 0.068, 0.044, -0.040, -0.374, -0.171, -0.176, -0.087, -0.006, 0.054, 0.074, 0.081, 0.107, 0.110, 0.128, 0.068, 0.086, 0.084, 0.050, 0.096, -0.090, -0.488, -0.196, -0.191, -0.072, 0.052, 0.086, 0.093, 0.081, 0.149, 0.086, 0.115, 0.073, 0.065, 0.096, 0.055, 0.090, -0.050, -0.395, -0.148, -0.251, -0.093, 0.045, 0.046, 0.074, 0.074, 0.111, 0.111, 0.122, 0.097, 0.075, 0.071, 0.074, 0.011, -0.050, -0.428, -0.158, -0.214, -0.109, 0.041, 0.048, 0.060, 0.075, 0.130, 0.110, 0.114, 0.082, 0.069, 0.072, 0.053, 0.066, -0.054, -0.416, -0.133, -0.204, -0.078, 0.022, 0.082, 0.081, 0.074, 0.122, 0.078, 0.121, 0.066, 0.069, 0.058, 0.070, 0.079, -0.068, -0.373, -0.164, -0.213, -0.098, 0.040, 0.064, 0.077, 0.080, 0.143, 0.113, 0.126, 0.095, 0.077, 0.065, 0.035, 0.030, -0.834, 0.019, 0.194, 0.181, 0.129, 0.102, 0.053, 0.128, -0.845, 0.042, 0.178, 0.184, 0.055, 0.121, 0.056, 0.078, -0.790, 0.005, 0.169, 0.194, 0.133, 0.107, 0.092, 0.086, -0.805, 0.080, 0.206, 0.157, 0.073, 0.070, 0.090, 0.114, -0.799, 0.019, 0.195, 0.194, 0.118, 0.067, 0.060, 0.133, -0.773, 0.023, 0.202, 0.191, 0.088, 0.075, 0.060, 0.130, -0.840, 0.044, 0.191, 0.209, 0.123, 0.143, 0.086, 0.081, -0.765, 0.000, 0.195, 0.208, 0.094, 0.080, 0.109, 0.068, -0.768, -0.003, 0.180, 0.180, 0.120, 0.092, 0.122, 0.141, -0.785, 0.021, 0.197, 0.195, 0.087, 0.132, 0.114, 0.081]
}

***

[2]
{
  "formula": "C7H9N",
  "method": "ωB97M-V with the def2-TZVPD basis set",
  "total_energy_ha": -326.8095,
  "smiles": "c1ccncc1.C=C",
  "relative_energy_kj_mol": 214.0,
  "charge": 0,
  "e_lumo_ev": 1.0,
  "orbital_gap_ev": 10.51,
  "e_homo_ev": -9.535,
  "species": ["C", "C", "C", "N", "C", "C", "H", "H", "H", "H", "H", "C", "C", "H", "H", "H", "H"],
  "coordinates": [[1.261, 0.370, -1.334], [1.703, 1.013, -0.231], [1.445, 0.504, 1.009], [0.834, -0.631, 1.276], [0.287, -1.193, 0.145], [0.378, -0.698, -1.152], [1.622, 0.689, -2.296], [2.493, 1.815, -0.429], [1.963, 1.088, 1.846], [-0.431, -1.994, 0.337], [-0.079, -1.239, -1.976], [-2.206, 0.655, 0.497], [-3.054, -0.132, -0.133], [-1.542, 0.411, 1.385], [-2.178, 1.785, 0.358], [-2.921, -1.210, 0.072], [-3.652, -0.037, -1.028]],
  "nbo_charge": [-0.162, -0.274, 0.037, -0.417, 0.027, -0.257, 0.216, 0.222, 0.188, 0.195, 0.225, -0.379, -0.411, 0.216, 0.188, 0.180, 0.206]
}

***

> charge of number 2 (C7H9N)?

0